No. 1
A structure of composition C40H54BrF4N9SSiSr at a distorted geometry, computed with wB97M-V/def2-TZVPD.

The geometry in XYZ format:
```
111
Properties=species:S:1:pos:R:3:mulliken_charge:R:1
Sr 0.4589 -0.3529 -2.1195 1.280
C 0.6456 0.2712 -5.8056 -1.226
N 0.3950 -0.5203 -4.6113 0.340
C 0.9680 -1.8600 -4.7112 -0.732
C -1.0839 -0.6171 -4.3735 -0.354
C -1.6916 -1.4103 -3.0866 -1.799
N -2.0179 -0.6396 -1.9180 0.292
C -2.9649 0.3944 -2.1229 -0.021
C -2.4427 2.4391 -3.3874 -0.523
F -1.2764 2.6137 -4.0542 -0.450
C -3.5884 2.9232 -3.8328 -0.158
F -3.6782 3.6210 -4.9802 -0.425
C -4.8546 2.6449 -3.1153 -0.343
C -5.3354 1.2145 -1.5303 0.859
F -6.4807 0.9194 -0.8443 -0.476
C -4.2703 0.1194 -1.4482 -0.484
F -4.3971 -0.8520 -0.5234 -0.438
H 0.2186 -0.2037 -6.6990 0.331
H 0.2022 1.2585 -5.6842 0.297
H 1.7205 0.3853 -5.9410 0.308
H 0.9792 -2.3660 -3.7394 0.133
H 0.3746 -2.4914 -5.3869 0.347
H 1.9951 -1.8337 -5.0714 0.326
H -1.4497 0.4036 -4.2855 0.267
H -1.5136 -1.0612 -5.2804 0.426
H -2.5118 -1.9857 -3.5309 0.207
H -0.9870 -2.2029 -2.7805 1.109
H -5.6371 3.2716 -3.5391 0.650
C -5.2805 1.1488 -3.0581 -0.921
C -4.9205 2.6983 -1.5178 -1.072
C -3.7244 3.0909 -0.7298 -0.772
C -2.5136 2.6359 -1.0567 -0.434
N -2.4095 1.7546 -2.1807 2.409
C -4.1976 0.0498 -2.9729 -1.076
C -1.2513 3.1520 -0.4646 1.329
C -1.2660 3.9158 0.7049 -0.860
C -0.0973 4.5069 1.1389 -0.509
C 1.0576 4.3290 0.3929 -0.838
C 0.9908 3.5167 -0.7248 -0.751
N -0.1255 2.9146 -1.1392 0.131
H -6.1597 0.8529 -3.6239 0.557
H -5.7871 3.2895 -1.2246 0.758
H -3.8514 3.7976 0.0795 0.470
H -4.1893 -0.8040 -3.6336 0.544
H -2.1808 4.0447 1.2657 0.213
H -0.0892 5.1039 2.0422 0.461
H 1.9915 4.7966 0.6746 0.471
H 1.8724 3.3209 -1.3227 0.718
N 2.4856 -1.8247 -1.3023 0.547
C 2.9843 -2.8585 -1.4919 -0.161
C 3.6350 -4.0723 -1.6572 0.256
C 4.5274 -4.4820 -0.6410 -0.028
N 5.2348 -4.7556 0.2299 -0.654
C 3.4136 -4.7766 -2.8634 -0.142
N 3.1746 -5.3163 -3.8554 -0.583
S 3.0251 1.4461 -2.3767 -0.404
C 4.1211 0.7739 -1.2521 0.418
N 4.1663 1.2245 0.0067 -0.077
C 4.8764 0.5456 1.0879 -0.650
C 5.0587 -0.9177 0.7272 0.591
C 5.7148 -1.0060 -0.6395 -1.127
N 4.9518 -0.2073 -1.5989 -0.083
H 3.4374 1.8770 0.2428 0.099
H 4.2833 0.6606 1.9955 0.128
H 5.8444 1.0257 1.2560 0.451
H 4.0825 -1.4072 0.6933 -0.674
H 5.6686 -1.4279 1.4711 0.612
H 5.7381 -2.0353 -0.9959 0.404
H 6.7449 -0.6426 -0.5938 0.392
H 4.8005 -0.5713 -2.5245 0.276
C 1.6661 1.3288 4.3299 -1.714
C 0.2681 0.6896 4.2999 2.776
C 0.0139 0.0365 5.6687 -1.834
C -0.7340 1.8398 4.1262 -1.962
Si 0.0435 -0.5928 2.8836 -2.116
Br 1.0536 0.4461 1.0957 0.245
C -1.7722 -0.8469 2.3395 2.975
C -1.8881 -2.0441 1.3826 -1.828
C -2.6644 -1.1250 3.5617 -1.892
C -2.3380 0.3661 1.5843 -1.749
C 1.0387 -2.2116 3.1420 2.975
C 1.3072 -2.9540 1.8240 -2.047
C 0.2862 -3.1658 4.0857 -1.776
C 2.4092 -1.9054 3.7632 -1.940
H 1.6717 2.1152 5.0919 0.593
H 1.9254 1.7975 3.3794 0.155
H 2.4512 0.6215 4.5890 0.341
H 0.0800 0.8047 6.4464 0.533
H 0.7540 -0.7272 5.9078 0.311
H -0.9763 -0.4159 5.7405 0.301
H -0.5423 2.5964 4.8946 0.677
H -1.7672 1.5132 4.2428 0.299
H -0.6349 2.3216 3.1526 0.156
H -1.6665 -2.9923 1.8721 0.541
H -1.2458 -1.9356 0.5060 0.068
H -2.9117 -2.0910 1.0011 0.534
H -2.3303 -1.9870 4.1420 0.351
H -3.6786 -1.3403 3.2109 0.538
H -2.7312 -0.2686 4.2337 0.314
H -1.7896 0.5498 0.6593 -0.299
H -2.3432 1.2809 2.1760 0.345
H -3.3686 0.1413 1.2969 0.683
H 0.4060 -3.3833 1.3914 0.381
H 2.0024 -3.7778 2.0158 0.651
H 1.7646 -2.3100 1.0740 -0.061
H -0.6573 -3.5054 3.6582 0.328
H 0.0779 -2.7245 5.0612 0.328
H 0.9025 -4.0551 4.2530 0.526
H 2.9747 -1.1795 3.1734 0.099
H 2.9968 -2.8280 3.7946 0.628
H 2.3323 -1.5322 4.7843 0.400
```

Properties
LUMO energy   0.03 eV
Gap between HOMO and LUMO   7.711 eV
E   -5741.2811 hartree
ΔE to the lowest compared entry with this formula, charge and spin   129.5 kcal per mole

---

No. 2
An isolated molecule of C7H8, computed with wB97M-V/def2-TZVPD.

The geometry in XYZ format:
```
15
Properties=species:S:1:pos:R:3:mulliken_charge:R:1
C 1.9332 -1.5638 0.8292 0.125
C 1.1232 -0.8636 0.2775 -1.145
C -0.0256 -0.0020 -0.0717 1.849
C -0.9386 -0.6609 -1.1268 -1.434
C -0.7384 0.1684 1.2919 -1.462
C 0.4252 1.3005 -0.6079 -1.156
C 0.7405 2.3523 -1.0994 0.080
H 2.6326 -2.1716 1.3566 0.443
H -0.3957 -0.8051 -2.0657 0.369
H -1.7977 -0.0128 -1.3288 0.361
H -1.2999 -1.6315 -0.7738 0.371
H -1.0090 -0.8263 1.6609 0.369
H -0.0368 0.6145 2.0021 0.378
H -1.6345 0.7902 1.2320 0.385
H 1.0354 3.2849 -1.5309 0.467
```

Properties
LUMO energy   0.98 eV
Gap between HOMO and LUMO   10.971 eV
E   -271.3882 hartree
ΔE to the lowest compared entry with this formula, charge and spin   89.9 kcal per mole

---

No. 3
A cluster of 2 separate species, C9H9N3O in total at a distorted geometry, computed with wB97M-V/def2-TZVPD.

The geometry in XYZ format:
```
22
Properties=species:S:1:pos:R:3:mulliken_charge:R:1
C 2.8915 -1.3857 -0.0464 -0.663
C 3.1708 -0.0906 -0.5969 -0.066
C 1.6096 -1.7474 0.2677 -0.596
C 2.2359 0.8798 -0.7005 -0.825
C 0.6342 -0.7507 0.3391 0.518
C 1.0259 0.6071 -0.1055 0.698
C -3.1533 -0.6722 -0.9601 -0.009
C -0.9726 0.5420 0.6764 1.417
C -2.0484 1.0244 1.5413 -1.224
N -0.5540 -0.7669 0.8245 -0.637
N -0.0259 1.4002 0.1304 -0.856
N -2.0820 0.0805 -1.0286 -0.436
O -3.4348 -1.6575 -0.2955 -0.516
H 3.6033 -2.1903 -0.2413 0.350
H 4.1686 0.2749 -0.8994 0.327
H 1.2978 -2.6931 0.5433 0.502
H 2.4762 1.8831 -0.8172 0.406
H -3.9692 -0.5262 -1.7864 0.323
H -2.6820 0.2164 1.9522 0.360
H -2.8670 1.5335 1.0299 0.301
H -1.5795 1.6782 2.2774 0.344
H -2.1876 1.0734 -1.5424 0.282
```

Properties
LUMO energy   -2.54 eV
Gap between HOMO and LUMO   6.433 eV
E   -587.7156 hartree
ΔE to the lowest compared entry with this formula, charge and spin   92.1 kcal per mole

---

No. 4
A structure of composition C44H68N11O6ScSeSi, computed with wB97M-V/def2-TZVPD.

The geometry in XYZ format:
```
132
Properties=species:S:1:pos:R:3:mulliken_charge:R:1
Sc -0.7016 0.9442 -0.5405 -0.515
O 0.5918 4.6003 -2.0647 -0.802
C 0.2101 3.8583 -1.1783 -0.123
O -0.4261 2.7479 -1.3750 0.617
C 0.3504 4.2358 0.2917 0.038
C -1.0197 4.0337 0.9641 -0.606
C -1.0792 4.7535 2.3099 -1.026
C -0.1457 3.8679 3.1664 -0.974
C 0.2239 2.7645 2.1718 -0.071
O -0.9682 2.6488 1.3560 0.312
C 1.2538 3.3105 1.1727 0.294
C 1.9644 2.1330 0.5013 -0.497
O 3.1833 2.1131 0.4308 -0.772
O 1.1872 1.1774 0.1220 0.951
H 0.6878 5.2702 0.3448 0.474
H -1.8722 4.1894 0.3062 0.563
H -0.7511 5.7898 2.2370 0.349
H -2.0984 4.7444 2.6978 0.330
H 0.7410 4.3961 3.5159 0.531
H -0.6600 3.4678 4.0363 0.187
H 0.4645 1.7912 2.5874 0.372
H 2.0228 3.9041 1.6681 0.459
C 0.6461 -4.7933 -1.6534 -1.235
N 0.6629 -3.3933 -2.0376 0.876
C 1.4953 -3.1942 -3.2115 -1.104
C 0.1148 -2.4084 -1.2504 -1.990
N 0.4132 -1.1493 -1.2502 1.127
C 1.6860 -0.7634 -1.7607 -0.144
C 2.7941 -1.2456 -1.1166 -0.171
C 4.0855 -0.9098 -1.5515 -1.163
C 4.2467 -0.1011 -2.6351 -1.140
C 3.1230 0.4310 -3.3138 1.131
C 3.3173 1.2577 -4.4453 -1.061
C 2.2446 1.7821 -5.1003 -1.295
C 0.9441 1.5180 -4.6452 -0.272
C 0.6931 0.7059 -3.5569 0.117
N -0.6291 0.6048 -3.0829 2.378
C -1.5601 0.5721 -4.0109 -1.793
N -2.6335 1.3850 -3.9622 1.100
C -2.5059 2.7052 -3.3597 -1.295
C -3.9048 1.0675 -4.5788 -1.316
N -1.5232 -0.2836 -5.0961 0.494
C -1.7146 0.2138 -6.4444 -1.201
C -0.7527 -1.4969 -5.0176 -0.704
C 1.8086 0.1286 -2.8632 -0.167
N -0.8659 -2.8591 -0.3364 1.745
C -1.9940 -3.5996 -0.8822 -0.996
C -0.2780 -3.3241 0.9239 -0.761
H 0.1475 -5.3934 -2.4204 0.323
H 0.1461 -4.9541 -0.7083 0.461
H 1.6751 -5.1541 -1.5573 0.340
H 1.1768 -3.9074 -3.9772 0.431
H 2.5486 -3.3716 -2.9773 0.377
H 1.4060 -2.1956 -3.6081 0.302
H 2.6599 -1.8611 -0.2361 0.507
H 4.9454 -1.2940 -1.0168 0.424
H 5.2338 0.1669 -2.9889 0.393
H 4.3288 1.4770 -4.7604 0.442
H 2.3852 2.4386 -5.9494 0.365
H 0.1121 2.0300 -5.1137 0.500
H -1.4732 3.0405 -3.4154 0.209
H -2.7904 2.7044 -2.3101 -0.105
H -3.1507 3.3910 -3.9139 0.445
H -4.0949 1.7026 -5.4502 0.387
H -4.7112 1.2253 -3.8644 0.278
H -3.9208 0.0265 -4.8903 0.399
H -2.1272 1.2183 -6.4250 0.385
H -2.3895 -0.4336 -7.0107 0.308
H -0.7495 0.2542 -6.9628 0.364
H -0.7740 -1.8666 -3.9950 -0.132
H 0.2890 -1.3465 -5.3239 0.264
H -1.2026 -2.2447 -5.6750 0.482
H -1.8990 -3.6818 -1.9654 0.321
H -2.9386 -3.0915 -0.6811 -0.010
H -2.0540 -4.6119 -0.4687 0.331
H 0.8096 -3.2747 0.8768 0.414
H -0.5664 -4.3631 1.1174 0.475
H -0.5707 -2.7254 1.7840 -0.380
C -3.1218 -2.4237 2.2400 -0.836
N -2.5907 -1.4129 3.1245 0.903
C -2.7614 -1.6947 4.5384 -1.165
C -1.7869 -0.3806 2.6839 -2.357
N -1.3103 -0.2928 1.4988 1.247
N -1.5889 0.6739 3.6058 1.681
C -2.7529 1.5004 3.8342 -1.202
C -0.6582 0.5071 4.7009 -1.257
H -4.1669 -2.6074 2.4965 0.546
H -2.5779 -3.3712 2.3112 0.472
H -3.0953 -2.0775 1.2117 -0.295
H -3.5997 -2.3814 4.6488 0.374
H -2.9921 -0.7993 5.1067 0.318
H -1.8771 -2.1684 4.9761 0.274
H -1.5444 -1.1139 0.9428 -0.811
H -3.1357 1.8579 2.8784 0.105
H -2.4580 2.3710 4.4186 0.564
H -3.5693 0.9999 4.3764 0.350
H 0.1114 -0.2109 4.4203 0.391
H -1.1267 0.1778 5.6386 0.407
H -0.1548 1.4572 4.9005 0.270
C 5.0242 0.3541 2.0904 -0.596
N 4.9143 -0.5519 3.2209 0.532
C 3.7923 -1.2286 3.5669 -0.124
Se 2.1809 -1.1928 2.7098 -0.662
N 4.0991 -1.9485 4.6801 0.038
C 5.4132 -1.7351 5.0558 0.259
C 6.1836 -2.2278 6.0940 -0.830
C 7.4961 -1.7852 6.1697 -0.435
C 8.0132 -0.8817 5.2408 -0.644
C 7.2391 -0.3889 4.2005 -0.683
C 5.9305 -0.8357 4.1212 0.897
H 4.2799 0.0984 1.3412 -0.251
H 6.0250 0.2705 1.6698 0.321
H 4.8370 1.3816 2.3972 0.361
H 3.4187 -2.5399 5.1249 0.210
H 5.7820 -2.9254 6.8156 0.395
H 8.1307 -2.1463 6.9666 0.386
H 9.0399 -0.5559 5.3353 0.386
H 7.6388 0.3169 3.4863 0.393
C -4.8297 -0.8265 -1.9335 -1.234
Si -4.2790 0.5066 -0.7090 1.372
C -4.9979 0.0387 0.9798 -0.889
C -5.1390 2.1422 -1.0911 -1.526
O -2.6696 0.5974 -0.7066 -1.079
H -5.8041 -0.6167 -2.3797 0.442
H -4.9069 -1.7966 -1.4370 0.448
H -4.0998 -0.9259 -2.7383 0.147
H -5.9246 0.5858 1.1642 0.580
H -4.3081 0.2802 1.7877 -0.127
H -5.2359 -1.0226 1.0478 0.259
H -6.2173 2.0034 -0.9768 0.471
H -4.9613 2.5534 -2.0798 0.363
H -4.8314 2.8960 -0.3624 0.285
```

Properties
LUMO energy   0.31 eV
Gap between HOMO and LUMO   7.166 eV
E   -6223.1497 hartree
ΔE to the lowest compared entry with this formula, charge and spin   35.8 kcal per mole

---

No. 5
An isolated molecule of C4H4N2O at a distorted geometry, computed with wB97M-V/def2-TZVPD.

The geometry in XYZ format:
```
11
Properties=species:S:1:pos:R:3:mulliken_charge:R:1
O -2.7028 0.3286 -0.0532 -0.517
C -1.9157 -0.6082 -0.0004 0.072
C -0.4559 -0.4262 0.0335 0.280
N 0.5635 -1.2851 -0.0243 -0.620
C 1.6728 -0.5074 -0.0027 -0.275
C 1.3737 0.8069 -0.0142 -0.199
N -0.0392 0.8507 -0.0157 -0.102
H -2.3058 -1.6937 0.0001 0.309
H 2.7137 -0.8430 -0.0452 0.351
H 1.8177 1.7724 -0.1907 0.391
H -0.7220 1.6049 0.3126 0.309
```

Properties
LUMO energy   -0.05 eV
Gap between HOMO and LUMO   9.462 eV
E   -339.5562 hartree
ΔE to the lowest compared entry with this formula, charge and spin   16.0 kcal per mole

---

No. 6
An isolated molecule of CH3N3O at a distorted geometry, computed with wB97M-V/def2-TZVPD.

The geometry in XYZ format:
```
8
Properties=species:S:1:pos:R:3:mulliken_charge:R:1
C -1.2458 0.0434 0.0328 0.403
N -0.2040 0.7938 0.0121 -0.017
N 0.5888 -1.2597 -0.0874 -0.610
N 1.0275 0.1040 0.1390 -0.275
O -2.3856 -0.1810 0.0418 -0.297
H -0.2285 1.7989 -0.2861 0.302
H 0.6963 -1.5719 0.8700 0.223
H 1.7514 0.2726 -0.7221 0.271
```

Properties
LUMO energy (alpha / beta)   0.11 / 0.11 eV
Gap between HOMO and LUMO (alpha / beta)   8.676 / 8.675 eV
E   -279.2364 hartree
ΔE to the lowest compared entry with this formula, charge and spin   119.7 kcal per mole